DFT (ωB97M-V with the def2-TZVPD basis set) results for C57H60Br2I2KN5O4Si as an isolated structure.

Properties
HOMO = -1.7576 eV
Total charge = -2
LUMO energy = 3.5 eV
Strongest force on any atom = 0.96 eV/A
Relative energy (zero: lowest compared OMol25 entry of this formula, charge and spin) = 27.9 kcal per mole
Electronic energy = -9415.7163 Ha
Kohn-Sham gap = 5.250 eV

XYZ file:
```
132
Properties=species:S:1:pos:R:3:forces:R:3:mulliken_charge:R:1
K -0.586842 -0.359900 0.210102 0.831 0.471 -0.126 1.450
I -1.122011 3.631673 3.569208 0.039 0.031 0.063 0.023
C -1.269308 3.801203 1.464885 -0.127 -0.117 0.170 -0.185
I -3.224828 3.509221 0.715175 -0.071 0.043 -0.088 -0.002
H -0.642053 3.048995 1.012972 0.093 -0.109 -0.007 -0.339
H -0.950044 4.797155 1.198692 0.009 0.074 -0.059 0.504
C 3.668168 -2.368444 6.387921 0.144 -0.233 0.266 0.078
O 2.687828 -1.357175 6.456140 0.058 0.026 -0.056 -0.476
C 1.399019 -1.742727 6.656079 0.092 -0.003 -0.026 0.619
C 0.444079 -0.739978 6.484714 -0.163 0.021 0.004 -0.539
C -0.894794 -1.021767 6.643683 0.078 0.072 0.011 -0.074
C -1.309432 -2.314545 6.979886 -0.268 -0.299 0.124 0.122
C -0.355546 -3.289026 7.197887 0.156 0.029 0.011 -0.564
C 1.004481 -3.021334 7.019590 -0.103 -0.019 0.025 -0.127
N -2.698498 -2.641441 7.231619 0.325 0.339 0.011 -0.703
N -3.586152 -2.248377 6.438288 -0.068 -0.178 -0.296 -0.566
C -3.253426 -1.748282 5.158799 -0.146 0.079 0.201 0.067
C -3.897568 -0.587458 4.761662 -0.059 0.094 -0.001 -0.178
C -3.462922 0.192788 3.701214 0.081 0.100 0.034 -0.931
C -2.307452 -0.153540 2.946036 0.103 -0.430 0.234 0.384
O -1.746521 0.588194 2.110208 -0.471 0.301 0.459 -0.553
C -1.796233 -1.532290 3.204548 0.052 0.141 -0.024 -0.828
N -0.862522 -2.005775 2.348123 -0.251 -0.045 -0.012 1.285
C -0.408789 -3.225811 2.497602 0.078 0.003 -0.002 -1.168
C -0.845453 -4.084720 3.518419 0.017 0.025 -0.056 -1.417
C -1.766472 -3.618386 4.412544 -0.032 0.129 -0.065 -0.289
C -2.265116 -2.300756 4.291392 0.099 -0.082 -0.036 0.885
H 4.591531 -1.871892 6.100537 -0.404 -0.287 0.305 -0.461
H 3.415072 -3.118564 5.631437 0.076 0.064 0.195 0.029
H 3.807443 -2.859134 7.357800 -0.088 -0.035 0.070 0.429
H 0.779492 0.246849 6.187190 -0.017 -0.047 0.027 0.440
H -1.627413 -0.243626 6.472780 -0.007 -0.014 -0.009 0.392
H -0.678526 -4.281944 7.489754 -0.004 0.005 -0.020 0.332
H 1.732446 -3.809540 7.160591 -0.028 0.026 0.002 0.331
H -4.719048 -0.245573 5.386438 0.029 0.021 -0.029 0.340
H -3.937851 1.141782 3.477696 -0.008 -0.051 0.004 0.334
H 0.352162 -3.556020 1.794725 -0.034 0.030 0.009 0.671
H -0.442144 -5.087658 3.589399 -0.014 0.003 0.006 0.526
H -2.129959 -4.254123 5.206203 -0.046 -0.037 0.092 0.621
C -5.866198 -1.268441 -6.565355 -0.056 -0.002 -0.012 -1.658
C -4.437163 -1.817836 -6.436019 -0.010 0.029 -0.007 1.953
C -4.467488 -3.330740 -6.699572 -0.029 -0.066 0.013 -1.632
C -3.582196 -1.166045 -7.522565 0.074 0.056 -0.041 -2.219
C -3.892404 -1.540421 -5.036171 0.005 -0.006 0.024 -0.202
C -2.736978 -0.803574 -4.795344 0.044 0.022 -0.017 0.230
C -2.291674 -0.612909 -3.504071 -0.170 -0.087 -0.037 -0.399
Br -0.717729 0.427523 -3.227810 0.040 0.010 -0.025 -0.255
C -2.918417 -1.143852 -2.334262 0.027 -0.051 0.144 0.183
O -2.409931 -0.995864 -1.181335 -0.467 -0.115 -0.556 -0.426
C -4.142216 -1.858287 -2.598511 -0.010 0.003 -0.077 -0.265
C -4.558137 -2.033467 -3.911424 0.017 -0.015 0.080 -0.662
C -5.040693 -2.436512 -1.486189 -0.003 -0.012 -0.029 2.662
C -4.574105 -2.181046 -0.046406 0.035 0.014 0.090 -2.211
C -6.445953 -1.817480 -1.606369 -0.023 0.018 -0.009 -1.843
C -5.158024 -3.960561 -1.660901 0.013 -0.062 0.032 -1.531
H -6.267129 -1.461584 -7.568024 0.019 0.008 0.052 0.456
H -5.882355 -0.190489 -6.386104 0.024 -0.039 -0.010 0.345
H -6.535225 -1.734267 -5.838138 0.028 0.022 -0.031 0.314
H -4.872330 -3.545408 -7.696182 0.023 0.013 0.045 0.454
H -5.090138 -3.843584 -5.962470 0.025 0.021 -0.033 0.304
H -3.462188 -3.754411 -6.633313 -0.025 0.040 -0.006 0.346
H -4.004171 -1.382919 -8.509018 0.005 -0.002 0.036 0.427
H -2.555431 -1.541946 -7.504703 -0.061 0.005 0.004 0.393
H -3.544027 -0.079770 -7.403095 -0.015 -0.053 -0.001 0.393
H -2.160721 -0.370335 -5.603946 -0.040 -0.016 0.030 0.463
H -5.473139 -2.597454 -4.074170 0.011 0.016 -0.005 0.134
H -4.470898 -1.119707 0.177084 -0.032 -0.037 -0.037 0.471
H -3.607735 -2.634345 0.172446 -0.061 -0.010 -0.045 0.015
H -5.320658 -2.612987 0.631672 0.028 0.027 -0.020 0.569
H -6.390330 -0.731116 -1.501412 0.016 -0.038 0.003 0.379
H -7.095699 -2.203073 -0.813452 0.020 0.000 -0.032 0.461
H -6.916519 -2.036626 -2.568153 0.030 -0.006 0.019 0.303
H -4.179541 -4.434349 -1.539819 -0.037 0.044 -0.014 0.082
H -5.543111 -4.235004 -2.646174 0.000 0.021 0.025 0.301
H -5.829274 -4.379511 -0.902105 0.026 0.035 -0.039 0.469
C 0.661651 -5.746587 -0.848985 0.006 -0.011 0.046 -0.971
N 0.204127 -4.379865 -0.902197 0.080 0.155 -0.053 0.511
C -1.228243 -4.131479 -0.852275 0.050 -0.058 -0.011 -0.437
C 1.085513 -3.353305 -0.928035 -0.211 0.100 0.189 -0.239
O 0.783752 -2.174602 -0.858939 0.310 -0.554 -0.345 -0.377
H 0.288664 -6.243721 0.051947 -0.007 0.034 -0.005 0.280
H 1.750775 -5.768040 -0.811731 -0.013 0.013 -0.015 0.309
H 0.321566 -6.316028 -1.719486 -0.020 0.026 -0.013 0.293
H -1.643350 -4.480643 0.098684 0.019 0.027 -0.020 0.262
H -1.721203 -4.667443 -1.669657 0.026 0.023 0.022 0.574
H -1.425774 -3.063749 -0.958090 0.015 -0.035 0.019 -0.358
H 2.135004 -3.682525 -0.998607 -0.027 -0.022 0.007 0.209
C 5.882014 0.948822 5.257255 0.008 -0.068 -0.021 -0.736
C 5.104808 1.756073 4.433893 -0.073 -0.064 -0.087 -0.541
C 4.307958 1.180868 3.450481 0.027 0.095 0.093 -0.750
C 4.269482 -0.202421 3.224716 -0.053 0.018 0.025 0.239
C 5.061488 -0.984869 4.070557 0.197 0.158 -0.330 -0.251
C 5.850813 -0.427129 5.072814 0.164 0.269 -0.245 -0.325
Si 3.125185 -0.839612 1.782410 0.410 -0.160 0.143 0.139
C 4.405378 -0.636366 0.329788 -0.149 -0.072 -0.215 0.106
C 5.700451 -0.113661 0.411410 0.056 0.014 0.022 -0.643
C 6.500633 0.061049 -0.717230 -0.039 -0.009 0.004 -0.677
C 6.033351 -0.301771 -1.973956 -0.061 0.005 0.013 -0.619
C 4.750915 -0.832144 -2.089042 0.065 0.042 -0.002 -0.848
C 3.955366 -0.978469 -0.960434 -0.056 0.013 0.059 0.153
C 3.336805 -2.755316 2.099913 -0.217 0.092 -0.043 0.316
C 3.906325 -3.690155 1.226379 0.043 -0.046 -0.029 -0.214
C 3.864558 -5.061908 1.472058 0.008 0.048 -0.002 -0.478
C 3.257857 -5.552099 2.621600 -0.029 0.055 0.020 -1.196
C 2.702232 -4.647410 3.521572 0.025 0.025 -0.046 -0.335
C 2.740187 -3.284620 3.255546 -0.077 -0.052 -0.010 -0.846
H 6.496743 1.386612 6.035402 -0.004 -0.004 0.008 0.326
H 5.104671 2.833216 4.566765 0.006 -0.031 0.014 0.356
H 3.680476 1.831607 2.843122 0.034 -0.061 0.021 0.354
H 5.070468 -2.064494 3.944616 -0.010 0.093 -0.052 0.606
H 6.444609 -1.074904 5.712017 0.053 0.072 -0.025 0.448
H 6.100241 0.170498 1.380554 -0.026 -0.006 -0.020 0.235
H 7.496261 0.481859 -0.612759 -0.026 -0.008 0.009 0.360
H 6.649208 -0.156449 -2.855144 -0.010 -0.009 0.031 0.330
H 4.360561 -1.098804 -3.066711 0.003 0.003 0.042 0.447
H 2.931388 -1.332042 -1.077723 0.100 0.022 0.002 0.334
H 4.404047 -3.345997 0.323731 -0.032 0.040 0.026 0.394
H 4.316890 -5.748168 0.760545 -0.015 0.020 0.036 0.374
H 3.212773 -6.617512 2.819469 0.023 0.008 -0.031 0.343
H 2.212258 -5.006428 4.422363 0.022 0.020 -0.009 0.538
H 2.267851 -2.606324 3.966289 -0.044 -0.016 -0.179 0.908
Br 4.561621 3.200161 -3.733391 0.005 -0.018 0.020 -0.215
C 3.106539 3.019857 -2.526005 0.007 0.047 -0.083 -0.172
C 3.260946 2.307581 -1.357613 -0.093 -0.013 0.061 -0.336
C 2.146249 2.217150 -0.525526 0.116 -0.120 0.139 -0.623
N 0.973839 2.790540 -0.785030 0.012 -0.125 -0.037 0.146
C 0.858715 3.459235 -1.929874 -0.031 0.056 -0.063 -0.611
C 1.891479 3.604383 -2.842292 -0.002 -0.002 0.038 -0.465
H 4.188500 1.818105 -1.091454 -0.015 -0.004 -0.018 0.570
H 2.210913 1.625185 0.387729 0.024 0.077 -0.055 0.792
H -0.112313 3.895771 -2.140861 0.004 -0.021 0.024 0.334
H 1.748998 4.148629 -3.764840 -0.005 -0.010 0.007 0.416
```
Forces are in eV/Å.